1:
The following is a DFT calculation (ωB97M-V/def2-TZVPD) of a cluster of 2 separate species, H4S2 in total.

Results
- SMILES: S.S
- Highest occupied orbital energy: -9.67 eV

ORCA input file:
```
! wB97M-V def2-TZVPD RIJCOSX def2/J DEFGRID3
* xyz 0 1
S -1.12755 2.17732 0.80909
H -0.59835 0.99788 1.18401
H -0.71287 2.78130 1.93823
S 0.36786 -1.56491 -1.42077
H 0.44568 -2.65846 -0.63986
H 1.62524 -1.73313 -1.87070
*
```

2:
The following is a DFT calculation (ωB97M-V/def2-TZVPD) of a cluster of 2 separate species, H4S2 in total.

Results
- SMILES: S.S
- Highest occupied orbital energy: -9.71 eV

ORCA input file:
```
! wB97M-V def2-TZVPD RIJCOSX def2/J DEFGRID3
* xyz 0 1
S -0.48269 -1.72860 -0.35980
H -0.58388 -0.40055 -0.16550
H 0.86205 -1.67509 -0.38321
S 0.58432 1.39239 0.62731
H 0.23562 0.41951 -0.23502
H -0.61542 1.99236 0.51622
*
```

3:
The following is a DFT calculation (ωB97M-V/def2-TZVPD) of a cluster of 2 separate species, H4S2 in total.

Results
- SMILES: S.S
- Highest occupied orbital energy: -9.48 eV

ORCA input file:
```
! wB97M-V def2-TZVPD RIJCOSX def2/J DEFGRID3
* xyz 0 1
S 0.92942 -0.98203 -0.38976
H -0.35026 -1.18904 -0.02742
H 0.58563 -0.76744 -1.67329
S -0.84943 1.39105 0.76825
H -0.21602 0.54508 1.60183
H -0.09934 1.00237 -0.27961
*
```

Short version: 1, 3, 2, most stable first.